This record from the OMol25 dataset describes a gas-phase ion, C4H12NO2 (charge +1). The level of theory is ωB97M-V/def2-TZVPD.

Last column: Mulliken charge in e.
Positions of all 19 atoms, in Å:
1 N -0.482 0.052 -1.590  -0.296
2 C 0.202 -0.310 -0.173  0.118
3 C 1.501 -1.164 -0.458  -0.717
4 O 1.164 -2.314 -1.158  -0.504
5 C 0.181 0.900 0.698  -0.823
6 C -1.049 1.134 1.634  -0.570
7 O -2.183 0.740 0.953  -0.509
8 H 0.245 -0.443 -2.223  0.420
9 H -1.342 -0.471 -1.755  0.355
10 H -0.475 1.052 -1.855  0.358
11 H -0.542 -0.942 0.463  0.291
12 H 2.151 -0.402 -0.926  0.399
13 H 1.945 -1.466 0.567  0.364
14 H 1.990 -2.875 -1.316  0.358
15 H 0.520 1.879 0.162  0.393
16 H 1.005 0.821 1.363  0.335
17 H -1.004 2.112 2.048  0.432
18 H -0.891 0.382 2.507  0.275
19 H -2.936 1.317 1.059  0.322

## Properties
- total charge = +1
- energy above the lowest of the compared OMol25 structures with the same formula, charge and spin (kJ/mol) = 244.6
- F_max (eV Å⁻¹) = 3.91
- SMILES string = [NH3+][C@@H](CO)CCO
- lowest unoccupied orbital energy (eV) = -3.21
- HOMO level (eV) = -14.12